1.
A 4-piece molecular cluster, C2H11NO4 overall at a distorted geometry. Source: the Open Molecules 2025 dataset; level of theory: ωB97M-V/def2-TZVPD.

LUMO (eV): 0.22
Multiplicity: 1
ΔE to the lowest compared entry with this formula, charge and spin (kJ/mol): 295.5
HOMO-LUMO gap (eV): 9.7
HOMO energy (eV): -9.5279
SMILES: NCC=O.O.O.O
Calculated total energy (Eh): -438.444964

Each line ends with the Mulliken charge.
Cartesian coordinates (Å):
O (0.97229, 1.46978, 1.27180)  -0.489
C (1.86020, 1.15784, 0.45971)  0.090
C (2.83506, -0.09354, 0.61554)  -0.445
N (2.27248, -1.14139, 1.38242)  -0.623
H (1.77115, 1.54296, -0.60212)  0.304
H (3.35162, -0.34769, -0.33848)  0.333
H (3.70258, 0.20574, 1.17756)  0.301
H (1.38168, -1.30438, 1.09925)  0.254
H (2.12794, -0.70828, 2.39450)  0.287
H (-2.68639, -1.14129, -1.99851)  0.326
H (-2.11522, -2.15820, -0.94366)  0.310
O (-2.10989, -1.94827, -1.89854)  -0.637
H (-0.73174, 0.67282, -1.21923)  0.311
H (-1.64396, 1.83832, -1.06369)  0.301
O (-0.98860, 1.51660, -1.72577)  -0.606
H (-3.19407, 0.74490, -0.01196)  0.259
H (-3.76257, -0.26500, 1.02377)  0.293
O (-3.04255, -0.04093, 0.37739)  -0.569

=====

2.
A 4-piece molecular cluster, C2H11NO4 overall at a distorted geometry. Source: the Open Molecules 2025 dataset; level of theory: ωB97M-V/def2-TZVPD.

LUMO (alpha / beta) (eV): -4.68 / -8.18
Multiplicity: 2
ΔE to the lowest compared entry with this formula, charge and spin (kJ/mol): 117.2
HOMO-LUMO gap (alpha / beta) (eV): 10.4 / 7.0
HOMO energy (alpha / beta) (eV): -15.0833 / -15.2137
Calculated total energy (Eh): -438.171386
Charge: +1

Each line ends with the Löwdin spin population.
Cartesian coordinates (Å):
O (1.09607, -0.31485, -1.31688)  0.357
C (1.02242, 0.27066, -0.32968)  0.193
C (1.12598, -0.45467, 1.07317)  0.128
N (-0.21025, -0.81082, 1.48738)  0.044
H (0.77571, 1.42352, -0.39811)  0.068
H (1.78347, -1.32599, 0.93675)  0.014
H (1.56713, 0.25331, 1.77183)  0.000
H (-0.50923, -1.58947, 0.87758)  0.000
H (-0.20204, -1.12937, 2.44683)  0.007
H (-1.37774, -2.89078, -1.42276)  0.000
H (-0.10666, -1.99628, -1.31517)  0.001
O (-0.66016, -2.62718, -0.82990)  0.003
H (-0.57185, 2.28962, -0.19747)  0.000
H (-0.01588, 2.59659, -1.63302)  0.003
O (0.17430, 2.67691, -0.68725)  0.178
H (-1.28167, 0.59001, 1.04334)  0.002
H (-2.51473, 1.60406, 0.98631)  0.000
O (-1.73960, 1.28425, 0.51575)  0.003

=====

3.
A 4-piece molecular cluster, C2H11NO5 overall at a distorted geometry. Source: the Open Molecules 2025 dataset; level of theory: ωB97M-V/def2-TZVPD.

LUMO (eV): 0.43
Multiplicity: 1
ΔE to the lowest compared entry with this formula, charge and spin (kJ/mol): 231.8
HOMO-LUMO gap (eV): 10.3
HOMO energy (eV): -9.9124
SMILES: O=CNCO.O.O.O
Calculated total energy (Eh): -513.699505

Each line ends with the Mulliken charge.
Cartesian coordinates (Å):
O (0.71549, -0.16167, 1.09511)  -0.554
C (0.83171, -0.43312, -0.09189)  0.180
N (0.72976, 0.40898, -1.13909)  -0.118
C (0.54832, 1.86781, -0.97473)  -0.284
O (1.45376, 2.44050, -1.91566)  -0.570
H (0.93871, -1.50976, -0.36274)  0.257
H (0.95285, 0.17669, -2.16616)  0.268
H (-0.36349, 2.25989, -1.21844)  0.249
H (0.77782, 2.08128, 0.02959)  0.266
H (2.25985, 2.80620, -1.56798)  0.314
H (-2.86886, -1.67331, -0.46037)  0.281
H (-2.51461, -3.21696, -0.62946)  0.320
O (-3.02651, -2.38623, -0.95762)  -0.619
H (0.36684, 1.61358, 3.52611)  0.301
H (-0.27490, 2.03304, 2.38644)  0.283
O (0.34232, 2.34261, 2.95460)  -0.587
H (-0.23514, -3.13023, -0.23542)  0.322
H (-0.10091, -2.86314, 1.27569)  0.270
O (-0.53301, -2.65615, 0.45203)  -0.579

=====

4.
A 4-piece molecular cluster, C2H11O3S overall at a distorted geometry. Source: the Open Molecules 2025 dataset; level of theory: ωB97M-V/def2-TZVPD.

LUMO (eV): 3.65
Multiplicity: 1
ΔE to the lowest compared entry with this formula, charge and spin (kJ/mol): 88.7
HOMO-LUMO gap (eV): 6.9
HOMO energy (eV): -3.2275
Calculated total energy (Eh): -706.740097
Charge: -1

Each line ends with the Mulliken charge.
Cartesian coordinates (Å):
C (-0.13322, 0.64755, -1.78841)  -0.780
C (-0.67949, -0.68147, -1.24395)  -0.685
S (0.28401, -1.52195, 0.11301)  -0.616
H (0.03641, 1.32378, -0.93469)  0.172
H (0.78042, 0.72455, -2.37329)  0.292
H (-0.95541, 1.18104, -2.28920)  0.283
H (-1.68939, -0.45412, -0.89735)  0.298
H (-0.71726, -1.38905, -2.07208)  0.304
H (0.64962, 1.20063, 1.45380)  0.386
H (-0.52029, 0.66775, 0.93522)  0.105
O (-0.27226, 1.13821, 1.75695)  -0.677
H (-0.75550, 2.28202, 3.79089)  0.322
H (-0.89750, 3.27645, 2.62361)  0.328
O (-0.87878, 3.20763, 3.57783)  -0.638
H (2.65139, -4.06977, -0.75568)  0.291
H (1.37030, -3.30858, -0.91906)  0.246
O (1.72695, -4.22468, -0.97758)  -0.629

=====

5.
A 4-piece molecular cluster, C2H11O3S overall at a distorted geometry. Source: the Open Molecules 2025 dataset; level of theory: ωB97M-V/def2-TZVPD.

LUMO (eV): 3.86
Multiplicity: 1
ΔE to the lowest compared entry with this formula, charge and spin (kJ/mol): 49.9
HOMO-LUMO gap (eV): 7.3
HOMO energy (eV): -3.4460
Calculated total energy (Eh): -706.754872
Charge: -1

Each line ends with the Mulliken charge.
Cartesian coordinates (Å):
C (-1.31965, 0.32063, 1.80597)  -1.149
C (-0.59231, 0.75007, 0.56153)  -0.321
S (0.77486, -0.36753, 0.03240)  -0.726
H (-1.98761, -0.53587, 1.71014)  0.265
H (-0.69406, 0.20745, 2.66920)  0.344
H (-2.06621, 1.06664, 2.13765)  0.349
H (-1.30238, 0.82074, -0.24292)  0.137
H (-0.14344, 1.73282, 0.71008)  0.216
H (0.36210, -1.71035, -2.15032)  0.327
H (-1.06673, -1.51584, -1.99536)  0.292
O (-0.45322, -1.85532, -2.66188)  -0.657
H (-0.53138, 2.27268, -1.78795)  0.356
H (-0.92070, 1.25488, -2.77721)  0.349
O (-0.79483, 2.21272, -2.71847)  -0.666
H (1.23335, -1.39590, 3.00131)  0.332
H (1.74514, -0.36366, 2.15485)  0.226
O (1.74623, -0.58082, 3.11771)  -0.674

=====

6.
A 4-piece molecular cluster, C2H11O4 overall. Source: the Open Molecules 2025 dataset; level of theory: ωB97M-V/def2-TZVPD.

LUMO (eV): 4.11
Multiplicity: 1
ΔE to the lowest compared entry with this formula, charge and spin (kJ/mol): 41.4
HOMO-LUMO gap (eV): 8.3
HOMO energy (eV): -4.1598
Calculated total energy (Eh): -383.790084
Charge: -1

Each line ends with the Mulliken charge.
Cartesian coordinates (Å):
C (0.89993, 0.01556, 0.59617)  -0.067
O (-0.21990, 0.05492, -0.19733)  -0.819
C (1.25821, -1.40689, 1.01021)  -1.272
H (0.70626, 0.57649, 1.53211)  0.168
H (1.75386, 0.51096, 0.10502)  0.205
H (2.20177, -1.45937, 1.57135)  0.388
H (1.42444, -2.02081, 0.11885)  0.274
H (0.49064, -1.83379, 1.64511)  0.282
H (1.04505, 1.66583, -2.14513)  0.255
H (-0.10139, 0.96020, -1.49444)  0.434
O (0.08349, 1.73417, -2.14383)  -0.751
H (-2.49496, 2.63651, 0.22981)  0.265
H (-1.26814, 1.89284, -0.38588)  0.377
O (-1.56952, 2.73617, 0.00031)  -0.660
H (-1.10982, -2.73812, -0.14404)  0.282
H (-1.28255, -1.23748, -0.10693)  0.370
O (-1.81735, -2.08719, -0.19136)  -0.730

=====

7.
A 4-piece molecular cluster, C2H11O4 overall at a distorted geometry. Source: the Open Molecules 2025 dataset; level of theory: ωB97M-V/def2-TZVPD.

LUMO (alpha / beta) (eV): 0.28 / -4.14
Multiplicity: 2
ΔE to the lowest compared entry with this formula, charge and spin (kJ/mol): 106.7
HOMO-LUMO gap (alpha / beta) (eV): 11.1 / 6.6
HOMO energy (alpha / beta) (eV): -10.7813 / -10.7323
Calculated total energy (Eh): -383.624001

Each line ends with the Löwdin spin population.
Cartesian coordinates (Å):
C (0.24076, -0.73874, -0.60745)  0.087
O (-0.08589, 0.39562, 0.14435)  0.766
C (1.72645, -1.13519, -0.32663)  0.000
H (0.05521, -0.54542, -1.67684)  0.038
H (-0.38124, -1.54378, -0.21013)  0.037
H (2.00652, -1.78783, -1.16443)  -0.001
H (1.69586, -1.70898, 0.59779)  0.001
H (2.48368, -0.31642, -0.38290)  0.000
H (1.20899, 1.89955, 2.05122)  0.001
H (0.89917, 1.33921, 0.70571)  -0.001
O (1.58063, 1.98043, 1.16224)  0.011
H (-2.35144, -1.07619, 0.57637)  0.001
H (-1.45374, -0.07005, 1.03359)  0.003
O (-2.13248, -0.67138, 1.42890)  0.031
H (-2.22463, 1.13791, -1.77280)  0.001
H (-1.23958, 1.19101, -0.57806)  0.000
O (-2.02825, 1.65026, -0.98095)  0.025

=====

8.
C2H11O6Zn as an isolated structure at a distorted geometry. Source: the Open Molecules 2025 dataset; level of theory: ωB97M-V/def2-TZVPD.

LUMO (alpha / beta) (eV): -0.11 / -0.06
Multiplicity: 2
HOMO-LUMO gap (alpha / beta) (eV): 3.4 / 9.4
HOMO energy (alpha / beta) (eV): -3.4659 / -9.4695
Calculated total energy (Eh): -2313.532312

Each line ends with the Löwdin spin population.
Cartesian coordinates (Å):
Zn (-16.94926, 19.24751, 15.58996)  0.219
C (-18.57428, 20.53608, 12.28882)  0.012
C (-18.10765, 20.07946, 13.63001)  0.033
O (-17.66830, 18.92773, 13.72683)  0.029
O (-18.09522, 20.76402, 14.63035)  0.026
H (-18.77764, 21.60401, 12.20956)  0.001
H (-19.49459, 20.06383, 11.94515)  0.000
H (-17.74422, 20.40122, 11.59536)  0.002
O (-16.23912, 17.34434, 15.73663)  0.108
H (-15.36839, 17.10148, 15.42187)  0.066
H (-16.67609, 16.50896, 15.90222)  0.031
O (-16.05588, 19.83737, 17.28104)  0.104
H (-16.18457, 20.07030, 18.20050)  0.038
H (-15.16467, 19.49008, 17.24392)  0.072
O (-15.20519, 19.85074, 14.72768)  0.101
H (-14.46174, 19.31560, 14.44993)  0.058
H (-14.97755, 20.73892, 14.45281)  0.023
O (-18.61945, 18.59666, 16.42073)  0.042
H (-19.46784, 18.23124, 16.16987)  0.011
H (-18.61507, 18.55854, 17.37717)  0.024

=====

9.
C2H12LiO4 as an isolated structure. Source: the Open Molecules 2025 dataset; level of theory: ωB97M-V/def2-TZVPD.

LUMO (eV): -3.20
Multiplicity: 1
ΔE to the lowest compared entry with this formula, charge and spin (kJ/mol): 2.3
HOMO-LUMO gap (eV): 11.4
HOMO energy (eV): -14.5933
Calculated total energy (Eh): -391.766889
Charge: +1

Each line ends with the Mulliken charge.
Cartesian coordinates (Å):
Li (-0.19504, -16.37230, -12.47187)  0.931
C (-1.08187, -12.85799, -11.89863)  -0.935
C (0.12435, -13.53583, -12.48587)  -0.163
O (-0.20483, -14.63111, -13.37323)  -0.550
H (-1.75724, -12.54565, -12.69830)  0.304
H (-0.78244, -11.96286, -11.35535)  0.358
H (-1.63170, -13.51629, -11.22582)  0.197
H (0.76325, -13.97393, -11.72035)  0.242
H (0.75004, -12.81478, -13.02110)  0.343
H (-0.49258, -14.27440, -14.21843)  0.272
O (0.90858, -16.42909, -10.68484)  -0.566
H (1.84208, -16.56441, -10.49588)  0.282
H (0.46460, -16.48128, -9.83286)  0.286
O (0.66885, -17.91451, -13.44088)  -0.623
H (0.07095, -18.32977, -14.07144)  0.320
H (1.33623, -18.57762, -13.24384)  0.298
O (-2.04102, -16.46008, -11.87931)  -0.568
H (-2.84528, -15.97803, -12.09319)  0.283
H (-2.28834, -17.08051, -11.18590)  0.291

=====

10.
A 3-piece molecular cluster, C2H12N2O2 overall at a distorted geometry. Source: the Open Molecules 2025 dataset; level of theory: ωB97M-V/def2-TZVPD.

LUMO (eV): 0.80
Multiplicity: 1
ΔE to the lowest compared entry with this formula, charge and spin (kJ/mol): 140.3
HOMO-LUMO gap (eV): 9.1
HOMO energy (eV): -8.2948
SMILES: CNCN.O.O
Calculated total energy (Eh): -343.339685

Each line ends with the Mulliken charge.
Cartesian coordinates (Å):
C (-2.24464, 0.07684, -0.50439)  -0.858
N (-0.99374, -0.63527, -0.19296)  -0.349
C (0.13853, -0.41343, -1.06538)  -0.221
N (1.37754, -0.32535, -0.33707)  -0.453
H (-2.01567, 1.12131, -0.71281)  0.326
H (-2.88585, -0.01062, 0.38333)  0.284
H (-2.85536, -0.42246, -1.27751)  0.268
H (-1.27551, -1.52938, 0.15802)  0.191
H (0.17100, -1.19941, -1.83403)  0.223
H (-0.03467, 0.57168, -1.49922)  0.270
H (2.04392, 0.37714, -0.56114)  0.161
H (1.63967, -1.12612, 0.19474)  0.160
H (3.88848, -3.77093, -1.47772)  0.307
H (4.09679, -2.26646, -1.32092)  0.316
O (3.41602, -2.94934, -1.27560)  -0.626
H (-2.15031, 3.83669, 4.08886)  0.320
H (-0.93092, 4.25033, 3.19833)  0.324
O (-1.38528, 4.41479, 4.03549)  -0.644

=====

11.
A 3-piece molecular cluster, C2H12N2O2 overall at a distorted geometry. Source: the Open Molecules 2025 dataset; level of theory: ωB97M-V/def2-TZVPD.

LUMO (eV): 0.68
Multiplicity: 1
ΔE to the lowest compared entry with this formula, charge and spin (kJ/mol): 229.1
HOMO-LUMO gap (eV): 9.5
HOMO energy (eV): -8.8596
SMILES: NCCN.O.O
Calculated total energy (Eh): -343.305858

Each line ends with the Mulliken charge.
Cartesian coordinates (Å):
N (-1.07883, 1.58223, -0.73111)  -0.471
C (-1.85101, 0.32879, -0.77919)  -0.710
C (-1.14324, -0.85341, 0.13229)  -0.038
N (-0.05185, -1.46488, -0.62881)  -0.549
H (-0.07098, 1.44294, -0.91551)  0.199
H (-1.37182, 2.18796, 0.01454)  0.225
H (-2.10025, -0.00827, -1.93110)  0.228
H (-2.92005, 0.62655, -0.49053)  0.374
H (-0.68467, -0.49277, 1.10680)  0.096
H (-1.94183, -1.56517, 0.41046)  0.230
H (0.80743, -1.64701, -0.12469)  0.170
H (0.27753, -0.99864, -1.43627)  0.230
H (2.07430, 1.76293, 0.63193)  0.262
H (2.35515, 1.88152, -0.87361)  0.298
O (2.42658, 1.40538, -0.03964)  -0.568
H (1.13245, -1.34418, 2.35173)  0.325
H (2.03973, -1.54898, 1.20036)  0.321
O (2.10137, -1.29499, 2.10236)  -0.623

=====

12.
A 3-piece molecular cluster, C2H12N2O2 overall at a distorted geometry. Source: the Open Molecules 2025 dataset; level of theory: ωB97M-V/def2-TZVPD.

LUMO (alpha / beta) (eV): -3.50 / -9.02
Multiplicity: 2
ΔE to the lowest compared entry with this formula, charge and spin (kJ/mol): 68.0
HOMO-LUMO gap (alpha / beta) (eV): 10.5 / 5.0
HOMO energy (alpha / beta) (eV): -13.9934 / -13.9907
Calculated total energy (Eh): -343.037861
Charge: +1

Each line ends with the Löwdin spin population.
Cartesian coordinates (Å):
C (0.66929, 1.55020, 0.78694)  0.063
C (-0.01926, 0.24985, 1.29863)  0.124
N (0.75427, -0.88719, 1.07410)  0.513
N (-0.28169, 2.60562, 0.89050)  0.184
H (1.60769, 1.69031, 1.34422)  0.009
H (0.87378, 1.41009, -0.27108)  0.001
H (-0.19297, 0.30982, 2.37579)  0.058
H (-0.98551, 0.08227, 0.81474)  0.004
H (0.22815, -1.75614, 1.14483)  0.013
H (1.68969, -0.97318, 1.47062)  0.013
H (-0.34164, 2.98986, 1.83335)  0.006
H (-0.08222, 3.33984, 0.21911)  0.007
H (-2.17526, -2.92936, -1.45253)  0.000
H (-1.12310, -2.55482, -2.50322)  0.000
O (-1.48765, -3.31297, -2.02316)  0.000
H (0.06596, -0.67274, -1.58457)  0.001
H (0.85145, -0.56411, -2.88427)  0.000
O (-0.05096, -0.57736, -2.53399)  0.003